Arrangement w

The following is a quantum chemistry calculation of an isolated ion of composition C11H14NO2 and charge +1, from OMol25.

Results
structure (SMILES): C/C(O)=C1/O[C@@]1(C)[n+]1ccccc1C
charge: +1

```
28
C11H14NO2 (ωB97M-V with the def2-TZVPD basis set)
C 3.122 -1.610 -1.305
C 2.715 -1.872 -0.026
C 2.370 -0.770 -2.147
C 1.421 -1.431 0.332
C 1.181 -0.194 -1.692
C -1.617 0.988 0.345
C -0.665 -0.197 0.192
C -2.121 1.807 1.207
C 0.401 0.913 -2.378
C -1.207 -1.358 0.988
C -1.439 1.814 2.570
N 0.701 -0.666 -0.480
O -3.307 2.428 1.018
O -1.679 0.168 -0.789
H 4.140 -1.796 -1.620
H 3.142 -2.519 0.632
H 2.826 -0.490 -3.002
H 1.008 -1.690 1.311
H -0.518 0.327 -2.748
H 0.150 1.612 -1.622
H 1.009 1.227 -3.202
H -1.153 -2.207 0.417
H -0.784 -1.411 1.915
H -2.393 -1.176 1.152
H -1.140 0.769 3.001
H -2.084 2.301 3.315
H -0.552 2.365 2.489
H -3.526 2.670 0.127
```

---

Arrangement x

The following is a quantum chemistry calculation of C11H14NO2 as an isolated structure, from OMol25.

Results
charge: +1

```
28
C11H14NO2 (ωB97M-V with the def2-TZVPD basis set)
C -2.845 -0.075 -0.479
C -1.255 -1.782 0.301
C -3.814 -1.079 -0.534
C -2.171 -2.747 0.145
C -1.543 -0.436 0.072
C -3.569 -2.403 -0.178
C 3.953 0.048 -0.242
C 2.539 2.577 -0.312
C 2.813 1.906 1.036
C 1.655 1.583 0.378
C -0.432 0.415 0.137
N 0.494 1.000 0.441
O -4.478 -3.366 -0.156
O 2.690 0.120 -0.835
H -2.842 0.935 -0.940
H -0.235 -2.021 0.581
H -4.807 -0.833 -0.653
H -1.837 -3.811 0.133
H 4.915 0.385 -0.838
H 4.276 -0.887 0.211
H 2.261 3.594 -0.356
H 3.084 2.018 -1.090
H 3.880 0.721 0.627
H 3.036 2.068 2.091
H -2.382 3.218 0.760
H -2.208 2.695 1.332
H 2.758 0.297 -1.795
H -3.936 -4.141 0.163
```

---

arrangement w has the most favorable energy; the next structure is 3.248 eV above.

---

Arrangement w

The following is a quantum chemistry calculation of one molecule with the formula C22H32O5, from OMol25.

Results
structure (SMILES): COCCOC(=O)/C(=C\c1cc(C(C)(C)C)c(O)c(C(C)(C)C)c1)C(C)=O
charge: 0

```
59
C22H32O5 (ωB97M-V with the def2-TZVPD basis set)
C -0.740 -4.280 -2.225
H -0.429 -5.042 -1.502
O -0.266 -3.006 -1.853
C -0.612 -2.615 -0.548
C -2.107 -2.300 -0.382
H -2.496 -1.829 -1.292
H -2.692 -3.201 -0.166
O -2.250 -1.401 0.710
C -3.077 -0.354 0.564
O -3.799 -0.191 -0.386
C -2.960 0.531 1.756
C -1.774 1.086 2.082
C -0.571 1.023 1.282
C -0.621 1.091 -0.103
C 0.512 0.997 -0.903
C 1.737 0.770 -0.252
C 1.831 0.761 1.160
C 0.675 0.913 1.898
H 0.703 0.904 2.973
C 3.182 0.587 1.849
C 3.768 -0.787 1.494
H 3.077 -1.575 1.788
H 3.958 -0.869 0.430
H 4.707 -0.935 2.023
C 4.135 1.707 1.408
H 5.081 1.617 1.938
H 4.335 1.656 0.343
H 3.701 2.678 1.637
C 3.071 0.659 3.376
H 2.448 -0.141 3.768
H 2.673 1.618 3.699
H 4.064 0.548 3.808
O 2.893 0.551 -0.927
H 2.717 0.487 -1.871
C 0.267 1.222 -2.405
C 1.466 1.083 -3.359
H 1.838 0.059 -3.404
H 1.120 1.322 -4.365
H 2.262 1.793 -3.134
C -0.246 2.665 -2.563
H 0.501 3.372 -2.208
H -0.452 2.877 -3.610
H -1.160 2.829 -2.000
C -0.794 0.230 -2.910
H -0.975 0.396 -3.970
H -0.451 -0.793 -2.776
H -1.742 0.349 -2.395
H -1.581 1.268 -0.559
H -1.725 1.627 3.021
C -4.139 0.761 2.626
O -4.072 1.469 3.606
C -5.401 0.056 2.210
H -5.664 0.346 1.195
H -5.238 -1.021 2.219
H -6.209 0.310 2.891
H -0.308 -3.381 0.179
H -0.046 -1.701 -0.351
H -0.295 -4.498 -3.194
H -1.830 -4.297 -2.317
```

---

Arrangement x

The following is a quantum chemistry calculation of one molecule with the formula C22H32O5, from OMol25.

Results
structure (SMILES): COCCOC(=O)/C(=C\c1cc(C(C)(C)C)c(O)c(C(C)(C)C)c1)C(C)=O
charge: 0

```
59
C22H32O5 (ωB97M-V with the def2-TZVPD basis set)
C -3.719 -3.108 1.968
H -2.757 -3.589 2.133
O -3.547 -2.225 0.889
C -4.727 -1.535 0.547
C -4.432 -0.587 -0.606
H -3.858 -1.098 -1.387
H -5.366 -0.207 -1.031
O -3.679 0.512 -0.111
C -2.840 1.116 -0.956
O -2.655 0.780 -2.096
C -2.218 2.310 -0.296
C -0.920 2.399 0.058
C 0.120 1.403 -0.032
C 1.444 1.819 0.140
C 2.509 0.945 0.063
C 2.228 -0.411 -0.204
C 0.908 -0.865 -0.391
C -0.120 0.051 -0.273
H -1.137 -0.280 -0.348
C 0.603 -2.336 -0.698
C -0.868 -2.541 -1.083
H -1.023 -3.585 -1.349
H -1.541 -2.315 -0.260
H -1.130 -1.925 -1.941
C 1.456 -2.842 -1.891
H 0.838 -3.437 -2.559
H 1.849 -2.013 -2.477
H 2.279 -3.487 -1.582
C 0.864 -3.176 0.565
H 0.181 -2.865 1.353
H 1.877 -3.067 0.948
H 0.689 -4.229 0.355
O 3.278 -1.268 -0.257
H 2.965 -2.145 -0.503
C 3.945 1.421 0.255
C 4.567 0.703 1.460
H 4.613 -0.367 1.295
H 5.578 1.068 1.627
H 3.978 0.894 2.355
C 4.030 2.929 0.520
H 3.502 3.201 1.431
H 5.074 3.207 0.646
H 3.631 3.501 -0.314
C 4.755 1.130 -1.016
H 4.812 0.064 -1.206
H 4.293 1.615 -1.874
H 5.767 1.513 -0.906
H 1.619 2.864 0.328
H -0.577 3.346 0.457
C -3.195 3.406 -0.120
O -4.346 3.287 -0.485
C -2.710 4.682 0.531
H -3.546 5.372 0.607
H -2.320 4.477 1.525
H -1.927 5.137 -0.071
H -5.508 -2.248 0.241
H -5.093 -0.958 1.408
H -4.474 -3.870 1.740
H -4.021 -2.573 2.876
```

---

arrangement x has the most favorable energy; the next structure is 0.107 eV above.

---

Arrangement w

The following is a quantum chemistry calculation of a 2-piece molecular cluster, C4H9FN3 overall, from OMol25.

Results
charge: +1

```
17
C4H9FN3 (ωB97M-V with the def2-TZVPD basis set)
C 2.876 0.273 -0.056
C -1.728 1.195 -0.234
C 3.900 -0.138 0.628
C -2.803 -0.923 0.174
N -0.394 -0.664 -0.244
N -1.596 -0.102 -0.137
N 1.831 0.627 -0.645
F -0.644 1.946 -0.521
H -2.709 1.816 0.031
H 4.537 -0.926 0.301
H 0.864 0.032 -0.400
H 3.989 0.376 1.542
H -3.260 -1.341 -0.683
H -2.679 -1.614 0.960
H -3.648 -0.263 0.548
H -0.370 -1.678 0.049
H 1.834 1.386 -1.312
```

---

Arrangement x

The following is a quantum chemistry calculation of a 2-piece molecular cluster, C4H9FN3 overall, from OMol25.

Results
charge: +1

```
17
C4H9FN3 (ωB97M-V with the def2-TZVPD basis set)
C 0.985 -0.736 -0.715
C 0.065 1.076 0.096
C 2.091 0.140 1.302
C -1.779 1.303 -1.630
N 1.076 0.201 0.268
N -0.659 0.775 -1.058
N -0.058 -0.421 -1.464
F 0.184 2.324 0.450
H 1.474 -1.706 -0.897
H -2.700 0.520 1.425
H 3.003 -0.321 0.881
H 2.217 1.101 1.796
H 1.495 -0.477 2.118
H -2.383 0.040 1.902
H -2.201 2.293 -1.244
H -2.122 0.800 -2.455
H -0.587 -0.801 -2.263
```

---

arrangement w has the most favorable energy; the next structure is 1.347 eV above.

---

Arrangement w

The following is a quantum chemistry calculation of one molecule with the formula C3H5NS3, from OMol25.

Results
structure (SMILES): S=C1NSCCS1
charge: 0

```
12
C3H5NS3 (ωB97M-V with the def2-TZVPD basis set)
C -0.982 -0.139 0.027
C 2.242 0.301 0.149
C 1.231 1.352 0.620
H -0.451 -1.975 0.754
H 2.971 0.053 0.954
H 2.797 0.646 -0.724
H 1.677 2.355 0.603
H 0.919 1.161 1.657
N -0.081 -1.114 0.420
S -2.614 -0.327 0.078
S 1.491 -1.297 -0.327
S -0.270 1.404 -0.436
```

---

Arrangement x

The following is a quantum chemistry calculation of one molecule with the formula C3H5NS3, from OMol25.

Results
structure (SMILES): CSC(=S)NC=S
charge: 0

```
12
C3H5NS3 (ωB97M-V with the def2-TZVPD basis set)
C 1.084 -0.997 1.057
C 0.208 0.168 -1.469
C -1.548 0.607 0.218
H 0.454 -1.675 1.606
H 0.781 0.065 1.240
H 2.249 -1.148 1.221
H -0.375 2.038 -0.986
H -2.005 1.387 0.763
N -0.511 1.041 -0.602
S 1.074 -1.246 -0.729
S 0.550 0.675 -3.079
S -1.962 -0.917 0.761
```

---

arrangement w has the most favorable energy; the next structure is 1.128 eV above.